[1]
The following is a quantum chemistry calculation of C20H32KN4O4SSb as an isolated structure, from the OMol25 dataset.

Values from the calculation:
E_HOMO: -8.094 eV
Spin multiplicity: 1
Orbital gap: 8.1 eV

XYZ file:
```
63
Properties=species:S:1:pos:R:3:forces:R:3
C 3.403 -2.141 -0.939 0.0 0.1 0.0
C -0.566 -1.224 3.096 0.0 0.1 0.0
H 4.758 2.690 -0.079 0.0 0.0 0.0
H 6.337 0.849 0.908 0.0 0.0 -0.1
H -2.092 -2.391 -7.013 0.0 0.0 0.0
H 7.230 0.856 -0.612 0.0 0.0 0.0
C -0.480 -0.287 -4.800 0.1 0.4 0.2
H 3.569 -2.124 3.575 0.0 0.0 0.0
H 1.944 -1.557 -2.470 0.0 0.0 0.0
H -0.531 2.395 4.217 0.0 0.0 0.0
N -0.377 -0.252 2.202 0.0 0.1 0.4
H 3.627 -1.341 -2.951 0.0 0.0 0.0
C -0.363 1.013 2.606 -0.1 0.0 0.0
K -0.219 -0.618 -0.336 0.0 -0.6 -0.3
H 2.932 -2.959 -2.898 0.0 0.0 0.0
C 4.106 0.485 2.876 0.0 0.0 0.0
H 5.518 -2.247 -1.395 0.0 0.0 0.0
H -0.690 -4.415 2.962 0.0 0.0 0.0
C 6.375 0.410 -0.093 -0.1 0.1 -0.1
H 2.666 -2.747 -0.402 0.0 0.0 0.0
H 4.721 1.289 2.464 0.0 0.0 0.0
N 0.449 2.387 -2.330 -0.1 0.0 0.0
C 4.870 2.191 -1.045 0.0 -0.1 0.0
H 5.722 2.649 -1.557 0.0 0.0 0.0
H 3.970 2.400 -1.626 0.0 0.0 0.0
H -0.899 -1.804 5.134 0.0 0.0 0.0
C -0.622 -1.157 -6.012 -0.1 0.0 0.0
C -0.562 -2.605 2.511 0.0 0.1 0.0
C -2.029 -1.738 -6.143 0.1 0.0 0.0
C 0.013 1.386 -3.113 0.0 0.0 -0.3
C 2.946 -1.988 -2.392 0.0 -0.1 0.1
Sb 3.291 -0.184 0.033 0.3 -0.1 0.0
C -0.159 2.135 1.560 0.2 0.1 0.0
C 4.764 -2.820 -0.853 -0.1 0.0 0.0
C 3.224 -1.859 2.571 0.0 0.1 0.0
C -0.751 -0.984 4.446 0.0 -0.1 0.0
H 0.786 3.237 -2.740 0.0 0.0 0.0
O -0.012 1.745 0.366 -0.2 0.3 0.2
H 3.095 0.881 3.009 0.0 0.0 0.0
C -0.738 0.341 4.874 0.0 0.0 0.0
H -2.285 -2.311 -5.253 0.0 0.0 0.0
H 3.239 -2.765 1.962 0.0 0.0 0.0
H 2.183 -1.529 2.659 0.0 0.0 0.0
H 0.211 2.371 -1.325 0.1 0.0 0.0
H 0.108 -1.968 -5.939 0.0 0.0 0.0
O -0.443 -2.849 1.333 0.0 0.0 0.1
C 5.091 0.689 -0.867 -0.2 0.0 0.2
N -0.682 0.374 -2.674 0.0 -0.1 -0.3
H 5.102 -2.935 0.179 0.0 0.0 0.0
S 0.368 1.252 -4.822 0.0 -0.1 0.1
H 5.149 0.219 -1.853 0.0 0.0 0.0
H -0.364 -0.581 -6.901 0.0 0.0 0.0
C -0.546 1.349 3.949 0.0 -0.1 0.1
H -2.765 -0.942 -6.255 0.0 0.0 0.0
O -0.141 3.275 2.017 0.0 0.0 -0.1
O -0.703 -3.569 3.432 0.0 0.0 0.0
N -0.939 -0.573 -3.637 0.0 0.0 0.0
H 5.111 -1.116 1.839 0.0 0.0 0.0
H 4.499 0.239 3.868 0.0 0.0 0.0
H -0.881 0.571 5.922 0.0 0.0 0.0
H 6.569 -0.656 0.016 0.0 -0.1 0.0
C 4.092 -0.750 1.976 -0.2 0.0 -0.1
H 4.727 -3.817 -1.306 0.0 0.0 0.0
```
Forces are in eV/Å.

natural (NBO) atomic charge list, values in e, 8 entries:
1. C -0.5147
2. C 0.0368
3. H 0.2054
4. H 0.2028
5. H 0.2095
6. H 0.2059
7. C 0.0540
8. H 0.2058



[2]
The following is a quantum chemistry calculation of C20H32N2O4S as an isolated structure at a distorted geometry, from the OMol25 dataset.

Values from the calculation:
E_HOMO: -8.515 eV
Spin multiplicity: 1
Relative energy (zero: lowest compared OMol25 entry of this formula, charge and spin): 532.4 kcal per mole
Orbital gap: 8.2 eV

XYZ file:
```
59
Properties=species:S:1:pos:R:3:forces:R:3
C 4.437 3.130 0.521 3.9 -14.1 -3.1
H 4.985 1.594 -1.172 0.2 0.6 -1.2
O -1.715 3.224 -1.074 0.6 -4.2 0.0
S 5.068 -0.844 -0.384 -1.1 -9.4 1.6
H -4.612 -2.585 -0.362 0.8 0.5 -6.4
O 5.040 -2.065 0.480 0.5 2.8 -0.3
H -0.782 0.068 0.439 -2.6 -1.6 1.0
H -5.636 -1.934 0.705 1.0 -0.9 0.9
H -1.096 -0.554 -2.007 -3.7 -2.9 1.0
C 1.269 -0.050 0.028 1.4 8.3 10.7
H 1.741 -0.072 -2.585 4.8 4.4 -1.2
H 4.216 -0.305 2.470 0.3 -1.7 0.2
C -1.618 1.900 -1.077 -2.7 9.7 -0.4
C -0.045 0.745 0.281 3.7 -0.7 -7.1
H 2.697 -2.847 -1.641 -1.6 1.9 1.7
H -1.874 -2.717 -0.110 -0.6 -0.7 2.3
C -0.251 1.374 -1.283 -2.8 -1.4 4.0
C -0.460 0.191 -2.078 6.9 3.6 -8.5
H -4.561 2.246 -1.351 -8.9 7.1 -13.2
H -3.724 2.768 -0.003 -1.3 -1.1 -1.9
N -2.838 1.280 -0.884 6.7 -5.1 -2.3
H 0.946 -1.225 -3.065 -0.9 -0.5 1.0
C 4.674 0.434 0.516 -0.9 8.9 2.1
H 3.796 1.606 3.717 -1.4 0.1 5.5
C 4.319 0.564 1.886 -1.1 1.2 4.8
H -3.507 1.163 1.868 3.4 3.8 2.4
C -4.743 -2.610 0.597 0.3 6.6 1.9
H 0.614 2.041 -1.602 -1.8 -0.6 0.5
H 1.412 -0.393 1.154 0.8 0.4 -1.8
C 0.939 -0.472 -2.235 -5.9 -5.7 2.0
H 3.617 3.887 2.560 1.3 -2.0 -3.6
O -3.105 -0.699 0.941 -0.9 1.2 -1.0
H -0.629 0.723 -3.479 -0.1 -1.5 3.8
C -4.052 1.884 -0.780 7.8 -3.5 17.1
H 4.318 3.822 -0.021 -1.2 9.8 -7.3
H 2.942 -2.415 0.088 -1.0 0.3 -0.1
C -4.098 0.561 1.392 -4.0 -8.9 -4.2
C -4.963 1.036 0.109 3.4 -4.5 0.4
H -5.200 -0.063 -0.522 -0.1 3.4 2.1
O 6.221 -0.710 -1.169 1.3 1.5 -1.6
H 0.070 1.557 0.835 0.3 3.1 3.1
H -3.643 -1.936 2.403 0.2 -1.6 -2.7
C -2.178 -2.824 1.071 3.1 -1.3 -4.5
H 0.644 -2.036 -0.597 -1.4 1.3 0.4
H -4.730 -0.089 2.081 0.4 1.5 -0.5
H -5.700 1.561 0.649 -1.8 0.6 -0.5
H -1.211 -2.425 1.502 -1.8 -0.1 0.4
C 2.543 -1.962 -0.840 2.9 0.0 -1.7
H 3.890 -1.047 -2.375 -0.1 0.0 3.6
H -4.874 -3.542 0.688 -1.6 -7.1 1.9
C 3.998 1.719 2.781 3.6 -1.1 -16.5
C 4.051 2.904 1.648 -5.2 1.6 19.0
H -2.324 -3.884 1.276 0.4 -0.1 0.0
C 4.701 1.684 -0.160 0.3 1.0 2.1
H -2.607 0.245 -0.706 -2.0 1.8 -0.1
C -3.442 -2.167 1.147 -1.9 6.6 7.9
C 1.169 -1.071 -0.762 3.1 -9.7 -9.3
N 3.761 -1.114 -1.263 -1.5 0.5 -5.0
H 2.141 0.745 -0.244 -1.9 -2.1 0.6
```
Forces are in eV/Å.

natural (NBO) atomic charge list, values in e, 8 entries:
1. C -0.2536
2. H 0.2068
3. O -0.6996
4. S 2.3792
5. H 0.2058
6. O -0.9778
7. H 0.2107
8. H 0.2251



[3]
The following is a quantum chemistry calculation of one molecule with the formula C20H32N2OS, from the OMol25 dataset.

Values from the calculation:
E_HOMO: -9.039 eV
Spin multiplicity: 1
SMILES: CCCCCCCCCCCCN1C(=O)CS[C@@H]1c1cccnc1
Relative energy (zero: lowest compared OMol25 entry of this formula, charge and spin): 8.8 kcal per mole
Orbital gap: 9.7 eV

XYZ file:
```
56
Properties=species:S:1:pos:R:3:forces:R:3
H 0.850 -3.391 -1.779 0.0 0.0 -0.1
H 2.228 2.766 3.283 -0.1 0.0 0.0
H 3.597 5.498 2.519 0.0 0.1 -0.1
N -0.897 -2.443 -2.359 0.2 -0.1 0.2
C 1.434 1.218 -1.072 -0.3 0.0 0.0
C 1.655 0.782 1.461 0.1 0.1 -0.1
C 2.844 2.850 2.386 0.4 -0.2 -0.1
H 2.980 6.527 6.088 0.0 0.1 0.1
H -3.140 1.268 0.256 0.0 0.1 0.0
H 2.505 1.022 -1.004 0.1 0.1 -0.1
H 5.140 5.280 3.342 0.0 0.1 0.0
H 2.392 4.701 4.525 0.0 -0.1 0.1
H 0.570 -1.390 -0.290 0.1 0.0 0.1
H 0.777 2.500 0.533 -0.1 0.0 0.0
H 3.572 1.556 0.833 0.1 0.0 0.0
C 0.851 1.431 0.332 0.2 -0.1 0.0
C 4.125 4.885 3.254 0.0 -0.3 0.2
H -1.338 -3.100 1.416 0.1 -0.2 -0.1
C -2.739 0.289 0.469 0.0 -0.2 -0.2
C -1.737 -2.141 1.110 0.0 -0.1 -0.6
H 1.144 0.104 -2.884 -0.1 0.0 -0.1
H 2.984 7.121 4.427 0.0 0.1 0.0
S -3.321 -3.408 -2.093 0.2 -0.1 0.0
H 2.116 -1.435 -1.144 0.1 0.0 0.1
H 4.838 3.426 1.855 0.1 -0.1 0.0
C 3.433 5.016 4.609 0.1 0.3 -0.2
C 1.040 -1.299 -1.270 -0.2 0.0 -0.3
C -1.733 -2.907 -1.289 -0.5 -0.3 0.0
H 4.684 2.822 3.503 0.1 -0.1 0.0
C -2.436 -0.087 1.770 -0.1 0.2 0.0
C 2.991 1.468 1.754 -0.3 0.0 0.1
H -2.589 0.589 2.600 0.0 0.1 0.0
C -1.992 -1.872 -0.232 0.0 0.1 0.4
H 4.508 6.780 5.244 0.1 0.1 0.0
H 0.963 -2.297 -3.183 0.0 -0.1 0.1
C 3.479 6.449 5.125 -0.1 -0.2 0.0
H -1.306 -3.809 -0.834 0.0 0.2 -0.1
C -2.940 -2.457 -3.583 -0.3 -0.1 0.1
H -0.166 1.035 0.357 0.0 0.1 0.0
C -2.513 -0.622 -0.548 0.1 -0.1 0.2
H 1.310 2.135 -1.652 0.1 0.0 0.0
H -3.533 -1.541 -3.623 0.1 0.0 -0.1
C 4.204 3.446 2.745 -0.2 0.3 -0.1
C 0.540 -2.420 -2.182 0.4 0.1 0.1
C -1.453 -2.142 -3.552 -0.4 -0.1 -0.2
H -2.739 -0.366 -1.574 0.0 0.0 -0.1
H 1.049 0.795 2.370 0.0 -0.1 0.1
C 0.772 0.084 -1.857 0.3 0.0 0.1
H 2.338 3.524 1.692 -0.1 0.1 0.0
H 3.924 4.356 5.328 0.0 -0.1 0.0
H -3.169 -3.057 -4.463 0.1 0.1 0.0
H 1.847 -0.263 1.214 -0.1 -0.1 0.0
N -1.947 -1.274 2.082 0.1 0.0 0.6
H -0.305 0.260 -1.898 0.0 0.0 -0.1
O -0.852 -1.692 -4.499 0.1 0.2 -0.3
H 3.560 0.833 2.438 0.1 0.0 0.0
```
Forces are in eV/Å.

natural (NBO) atomic charge list, values in e, 8 entries:
1. H 0.1928
2. H 0.1950
3. H 0.1914
4. N -0.4534
5. C -0.3859
6. C -0.3898
7. C -0.3990
8. H 0.2067